1.
A cluster of 14 separate species, C40H115N7O14 in total in a non-equilibrium geometry. Source: OMol25; level of theory: ωB97M-V with the def2-TZVPD basis set.

```
176
Properties=species:S:1:pos:R:3:mulliken_spin:R:1
O 2.70002 -1.29262 2.95276 0.000
H 2.31814 -0.50765 3.34545 0.000
H 2.31913 -1.33171 2.07547 0.000
C 3.77289 2.19878 3.40659 0.000
C 2.23363 2.31659 3.68119 0.000
O 1.60589 1.05563 3.85270 0.000
H 4.24684 3.18025 3.39222 0.000
H 3.89000 1.65512 2.46914 0.000
H 4.26624 1.66556 4.21923 0.000
H 1.66978 2.82835 2.90128 0.000
H 2.03514 2.89443 4.58384 0.000
H 1.28186 0.97229 4.75250 0.000
C -3.72294 -5.70787 -1.19314 0.000
C -2.24258 -5.04327 -1.12254 -0.001
O -1.23382 -6.05490 -0.98531 0.000
H -4.47683 -4.98257 -1.49923 0.000
H -3.98058 -6.16728 -0.23886 0.000
H -3.65211 -6.40997 -2.02389 0.000
H -2.16915 -4.34245 -0.29093 0.000
H -1.93302 -4.54349 -2.04041 0.001
H -0.43152 -5.61014 -0.70227 0.000
C 1.63777 4.17215 -0.08919 0.000
C 2.90980 4.22245 -0.77973 0.000
O 3.64048 3.12323 -0.23992 0.000
H 1.15651 3.21384 -0.28450 0.000
H 0.95652 4.99373 -0.31060 0.000
H 1.70744 4.10693 0.99662 0.000
H 3.54994 5.07159 -0.54034 0.000
H 2.71163 4.19338 -1.85118 0.000
H 4.57495 3.26344 -0.40936 0.000
C -3.18514 5.48089 0.61022 0.000
C -4.27961 6.50012 0.34606 0.000
O -4.11307 7.63320 1.12751 0.000
H -3.16455 5.12457 1.64012 0.000
H -2.18885 5.82667 0.33461 0.000
H -3.49269 4.63933 -0.01049 0.000
H -5.24654 6.09193 0.64021 0.000
H -4.28617 6.69452 -0.72645 0.000
H -4.71148 8.30929 0.80133 0.000
C -3.62057 -1.67097 0.76428 0.001
C -4.28100 -1.10929 2.04590 0.000
O -5.42056 -0.40406 1.59521 0.000
H -4.29444 -2.22141 0.10776 0.000
H -2.76919 -2.30860 1.00234 0.000
H -3.23272 -0.81339 0.21452 -0.002
H -3.70122 -0.44199 2.68361 0.000
H -4.75717 -1.91059 2.61096 0.000
H -5.70002 0.05236 2.39220 0.000
C -2.59378 -2.26468 -4.36292 0.084
C -3.22804 -1.39442 -3.29167 0.099
O -4.56443 -1.26381 -3.60853 0.716
H -2.98876 -3.27997 -4.32733 0.008
H -1.52392 -2.28041 -4.15493 0.003
H -2.76145 -1.90144 -5.37685 -0.002
H -2.72925 -0.42674 -3.34563 0.074
H -3.10243 -1.86447 -2.31628 -0.003
H -4.97240 -1.13500 -2.74913 -0.027
C 2.29317 -6.43899 -0.64316 0.000
C 2.32933 -4.92674 -0.64481 0.000
C 2.50146 -4.29046 -2.03335 0.000
O 2.71990 -2.87520 -2.06619 0.000
C 2.93744 -2.39375 -3.34706 0.000
N 1.06511 -4.58552 -0.08404 0.000
H 1.46691 -6.88986 -1.19280 0.000
H 2.24777 -6.78359 0.38994 0.000
H 3.20980 -6.79035 -1.11690 0.000
H 3.10459 -4.60778 0.05184 0.000
H 1.65921 -4.54744 -2.67575 0.000
H 3.37358 -4.79161 -2.45327 0.000
H 2.15343 -2.69820 -4.04041 0.000
H 3.89236 -2.66365 -3.79803 0.000
H 2.76824 -1.31910 -3.41490 0.000
H 1.13027 -3.57764 -0.07743 0.000
H 1.09508 -4.86666 0.88558 0.000
C 0.38442 7.50631 8.12550 0.000
C 0.20339 7.41461 6.63483 0.000
C 0.28495 5.96829 6.15852 0.000
O -0.15480 5.89303 4.77313 0.000
C -0.69529 4.59847 4.46235 0.000
N -1.00422 8.08977 6.26227 0.000
H 0.42789 8.56419 8.38453 0.000
H 1.20289 7.03127 8.66634 0.000
H -0.51129 7.13170 8.62094 0.000
H 1.05156 7.95052 6.20881 0.000
H -0.45247 5.33608 6.65312 0.000
H 1.30115 5.59922 6.29719 0.000
H -0.83168 4.58640 3.38098 0.000
H -1.67544 4.41438 4.90223 0.000
H 0.05448 3.85368 4.72924 0.000
H -1.77319 7.61970 6.71815 0.000
H -1.23097 7.86916 5.30309 0.000
C 0.04638 -3.72401 3.78734 0.000
C 1.39637 -4.50176 3.78299 0.000
C 1.28900 -6.03756 3.82266 0.000
O 0.57260 -6.64691 4.92548 0.000
C 0.35037 -7.98819 4.71796 0.000
N 2.25894 -4.10525 2.62817 0.000
H -0.69180 -4.02519 3.04405 0.000
H 0.19359 -2.65967 3.60398 0.000
H -0.37155 -3.90649 4.77734 0.000
H 1.87039 -4.18933 4.71346 0.000
H 2.24365 -6.53311 3.64603 0.000
H 0.83944 -6.40466 2.90005 0.000
H 1.26570 -8.57421 4.80076 0.000
H -0.14695 -8.22016 3.77618 0.000
H -0.32410 -8.32135 5.50676 0.000
H 2.35042 -3.10008 2.59144 0.000
H 3.19591 -4.40765 2.85344 0.000
C 9.02317 -0.66819 -4.13277 0.000
C 8.19561 -1.80780 -3.58308 0.000
C 6.72389 -1.36227 -3.23310 0.000
O 6.75194 -0.37370 -2.15780 0.000
C 5.51760 0.16675 -1.70510 0.000
N 8.17190 -2.89577 -4.63170 0.000
H 9.04381 0.07662 -3.33720 0.000
H 8.82744 -0.26180 -5.12505 0.000
H 10.04375 -1.03996 -4.22396 0.000
H 8.64196 -2.11499 -2.63730 0.000
H 6.11259 -2.24377 -3.03975 0.000
H 6.36627 -0.89580 -4.15105 0.000
H 4.94391 -0.55306 -1.12126 0.000
H 5.03223 0.58842 -2.58526 0.000
H 5.84900 0.98986 -1.07203 0.000
H 9.06411 -2.97056 -5.09909 0.000
H 7.56329 -2.53706 -5.35351 0.000
C -0.28829 -1.48504 -0.70607 0.001
C 0.70149 -0.41146 -0.16252 -0.001
C 0.12407 0.38937 1.09712 0.000
O -1.13529 0.93038 0.67571 0.002
C -1.69199 1.84656 1.65237 0.000
N 1.97863 -1.03695 0.15581 0.000
H -0.50483 -2.27764 0.01017 0.000
H 0.16200 -1.95021 -1.58298 0.001
H -1.21568 -1.05024 -1.07888 0.006
H 0.78304 0.25667 -1.01987 -0.001
H 0.84888 1.13271 1.42910 0.000
H 0.00739 -0.28661 1.94420 0.000
H -2.14085 1.15933 2.36954 0.000
H -2.48563 2.44384 1.20348 0.000
H -1.03693 2.56944 2.13862 0.000
H 2.33923 -1.60475 -0.59763 0.000
H 2.67789 -0.31001 0.20754 0.000
C -5.08691 1.32053 -1.39384 0.010
C -6.45047 0.57671 -1.50612 -0.002
C -7.17640 0.61789 -2.94319 0.003
O -8.53329 0.20351 -2.85169 0.006
C -9.06902 0.03597 -4.16313 0.000
N -6.04190 -0.82045 -1.36463 0.010
H -4.75843 1.29601 -0.35480 0.000
H -5.31213 2.34042 -1.70563 0.000
H -4.36874 0.90531 -2.10089 -0.007
H -7.16695 0.78681 -0.71200 0.002
H -6.67380 0.10413 -3.76266 0.005
H -7.30174 1.66035 -3.23589 0.001
H -8.59772 -0.67599 -4.84068 0.000
H -9.06041 0.94064 -4.77108 0.000
H -10.11386 -0.23911 -4.01917 0.000
H -6.90013 -1.31494 -1.16707 0.001
H -5.61512 -0.82517 -0.44925 -0.001
C 2.67215 1.70126 -4.57943 0.000
C 1.21046 2.03430 -4.84864 0.000
C 0.38596 2.09985 -3.58413 0.002
O -1.01794 2.05949 -3.91064 0.002
C -1.78807 2.09991 -2.68258 -0.006
N 1.14919 3.24465 -5.54986 0.001
H 2.78900 0.75978 -4.04273 0.000
H 3.22461 2.36241 -3.91177 0.000
H 3.20025 1.56391 -5.52301 0.000
H 0.85834 1.23778 -5.50414 0.000
H 0.70532 2.92720 -2.95041 -0.001
H 0.62255 1.12286 -3.16270 0.000
H -1.47145 2.90514 -2.01966 0.001
H -1.63062 1.20653 -2.07828 0.013
H -2.85193 2.16596 -2.91049 -0.001
H 1.70472 3.86631 -4.97976 0.000
H 0.16890 3.48762 -5.53949 0.000
```

Output
**LUMO level (alpha / beta)**: -1.9 / -8.6 eV
**Gap between HOMO and LUMO (alpha / beta)**: 8.780 / 2.125 eV
**2S+1**: 2
**Net charge**: +1
**HOMO level (alpha / beta)**: -10.710 / -10.710 eV

***

2.
A cluster of 18 separate species, C40H122ClN8O21 in total in a non-equilibrium geometry. Source: OMol25; level of theory: ωB97M-V with the def2-TZVPD basis set.

```
192
Properties=species:S:1:pos:R:3:mulliken_charge:R:1
Cl 19.64069 1.02818 6.42127 -1.758
O 18.28922 1.34825 6.19220 0.240
O 20.46968 1.36709 5.35835 -0.102
O 20.20424 1.76360 7.58908 0.354
O 19.68141 -0.36871 6.64112 -0.059
O 24.47554 1.85276 6.78896 -0.472
H 24.22395 1.17104 6.16591 0.483
H 25.26776 1.51531 7.20699 0.281
O 22.66238 6.05209 4.35775 -0.513
H 22.65053 6.83312 3.80450 0.252
H 22.23737 5.37689 3.82888 0.396
O 21.96889 4.26612 6.57301 -0.302
H 21.10763 4.47958 6.21398 0.143
H 21.86732 3.38484 6.93254 0.041
O 23.83593 5.50170 8.38894 -0.554
H 23.69644 4.72932 8.93685 0.335
H 23.84956 6.23390 9.00533 0.288
O 21.09480 1.86587 10.32976 -0.900
H 20.76494 1.97869 9.43831 0.188
H 20.30767 1.80493 10.87100 0.228
C 17.89766 -4.22837 3.34030 -1.758
C 17.52580 -3.24198 4.35093 1.157
C 16.97115 -1.94818 3.60254 -0.308
O 17.71292 -1.68695 2.43997 -0.434
C 18.21537 -0.40327 2.15444 -0.218
N 16.63683 -3.90178 5.25853 -0.717
H 18.16216 -5.20934 3.73507 0.532
H 18.73636 -3.95534 2.69988 0.281
H 17.08956 -4.44820 2.64263 0.351
H 18.43637 -3.01911 4.90708 -0.190
H 17.05802 -1.19086 4.38165 -0.033
H 15.96596 -2.08334 3.20326 0.354
H 17.34878 0.20201 1.88843 0.314
H 18.80868 -0.30815 1.24502 0.177
H 18.70819 -0.09332 3.07594 -0.035
H 16.55474 -3.49761 6.18049 0.254
H 16.90266 -4.86971 5.37054 0.291
C 23.80250 -3.90376 2.05322 -1.356
C 24.66036 -3.73501 3.36072 0.839
C 23.67783 -3.33818 4.49631 -1.305
O 22.98522 -2.11561 4.24611 -0.047
C 21.56767 -2.14117 3.96230 -0.300
N 25.32195 -4.98853 3.70941 -0.782
H 23.12530 -4.74057 2.22426 0.331
H 24.47131 -4.21954 1.25255 0.414
H 23.14954 -3.08357 1.75485 0.217
H 25.38001 -2.93433 3.19007 0.067
H 24.20978 -3.24734 5.44335 0.290
H 23.02473 -4.09079 4.93805 0.614
H 21.21401 -1.15156 3.67301 -0.310
H 20.96999 -2.43642 4.82469 0.063
H 21.48640 -2.92002 3.20409 0.380
H 25.76688 -5.32076 2.86575 0.264
H 24.59601 -5.68305 3.81310 0.315
C 18.02778 -2.26876 11.38773 -1.394
C 18.10695 -1.90648 9.86921 0.918
C 16.75998 -2.01010 9.18823 -0.590
O 16.48841 -3.38580 9.13296 -0.287
C 15.09932 -3.71367 8.85405 -1.086
N 18.57001 -0.54973 9.83747 0.778
H 19.06481 -2.50083 11.63024 0.248
H 17.46444 -3.17838 11.59593 0.390
H 17.55313 -1.42832 11.89414 0.239
H 18.89646 -2.50640 9.41659 -0.062
H 16.82167 -1.76544 8.12783 0.314
H 16.04067 -1.45486 9.79022 0.360
H 14.97094 -4.64393 8.30066 0.299
H 14.52419 -2.95801 8.31899 0.373
H 14.64625 -3.75040 9.84475 0.344
H 19.48727 -0.59857 10.25742 -0.461
H 18.69005 -0.32869 8.85930 -0.587
C 19.05930 7.23999 6.22768 -1.561
C 19.24296 5.87326 7.01186 0.627
C 18.13207 5.63340 8.00148 0.860
O 18.09484 6.85075 8.76654 -0.471
C 16.79556 7.17190 9.25468 -0.695
N 19.28915 4.72093 6.08756 0.866
H 19.17000 8.05491 6.94305 0.408
H 18.06295 7.20436 5.78709 0.265
H 19.70482 7.29965 5.35141 0.298
H 20.12129 6.01731 7.64106 0.316
H 18.43708 4.81231 8.65024 -0.488
H 17.19851 5.41230 7.48409 -0.121
H 16.82927 8.18342 9.65938 0.315
H 16.44791 6.55463 10.08307 0.231
H 16.03011 7.21358 8.47980 0.285
H 18.58600 4.86404 5.37678 -0.491
H 18.95487 3.86125 6.49903 -0.460
C 25.30681 0.53896 3.10862 -1.390
C 23.85294 0.97137 3.46817 0.566
C 22.72345 0.70387 2.41091 -0.003
O 22.82721 1.73366 1.38338 -0.524
C 22.12070 1.64959 0.12695 -0.771
N 23.45438 0.45444 4.78347 0.003
H 25.34089 -0.52991 2.89777 0.112
H 26.07401 0.80194 3.83687 0.333
H 25.59443 1.01923 2.17335 0.419
H 23.83581 2.04008 3.68185 0.393
H 21.70654 0.63652 2.79750 0.102
H 22.92319 -0.30906 2.06138 0.188
H 21.88811 2.61619 -0.31990 0.293
H 21.10593 1.28067 0.27607 0.164
H 22.73537 1.08111 -0.57099 0.289
H 22.47722 0.69301 4.87486 -0.546
H 23.44642 -0.55369 4.72262 0.644
C 14.98600 5.81149 3.53206 -1.442
C 14.81847 4.65406 4.50550 0.669
C 14.44263 3.37300 3.74850 -0.673
O 14.05270 2.28211 4.62961 -0.487
C 15.06053 1.68532 5.36765 -0.692
N 16.08607 4.54756 5.12703 0.360
H 15.85699 5.72053 2.88305 0.201
H 15.00981 6.67883 4.19179 0.372
H 14.23544 5.94586 2.75314 0.419
H 14.16759 4.96268 5.32356 0.243
H 15.25123 2.99152 3.12501 0.253
H 13.57658 3.52877 3.10524 0.339
H 15.89672 1.23421 4.83344 0.516
H 14.80397 0.82190 5.98148 0.349
H 15.47539 2.39661 6.08184 0.076
H 16.30027 5.26175 5.80831 -0.318
H 16.03147 3.64397 5.57497 -0.361
C 24.92302 1.31337 10.86655 -0.992
C 24.88905 2.85382 10.59802 0.362
C 26.16886 3.58780 9.98772 -0.633
O 27.44984 3.58137 10.68001 -0.423
C 27.52207 4.34413 11.91309 -0.738
N 23.68989 3.02904 9.84620 0.049
H 25.88204 0.97516 11.25896 0.481
H 24.55967 0.75684 10.00263 0.138
H 24.22583 0.95568 11.62423 0.125
H 24.66709 3.30507 11.56508 0.498
H 25.82203 4.58285 9.70900 0.498
H 26.20572 3.02660 9.05402 0.126
H 28.52569 4.66832 12.18830 0.267
H 27.09411 3.66018 12.64600 0.281
H 26.95914 5.27712 11.94023 0.302
H 22.86518 2.69296 10.32265 0.079
H 23.86855 2.42755 9.05476 -0.178
C 18.48918 3.86929 11.36585 -1.153
C 17.37952 2.83760 11.63542 0.173
C 16.49276 2.63271 10.35901 -0.267
O 15.50535 3.63445 10.13853 -0.511
C 14.63942 3.26210 9.08266 -0.689
N 18.16582 1.57701 11.85774 -0.140
H 19.08278 4.03422 12.26503 0.435
H 18.00481 4.82533 11.16722 0.287
H 19.15050 3.65631 10.52597 0.139
H 16.67541 3.19408 12.38725 0.458
H 15.94136 1.69560 10.43576 0.456
H 17.15602 2.56309 9.49684 0.113
H 14.09951 4.07947 8.60465 0.299
H 13.93094 2.56093 9.52370 0.454
H 15.10247 2.53740 8.41297 0.135
H 17.67269 0.99070 12.51589 0.368
H 18.16123 1.00212 11.02734 -0.307
C 19.12499 -6.85530 8.94110 -1.298
C 19.00387 -5.75708 7.89038 0.246
O 17.64367 -5.46760 7.65888 -0.498
H 18.81113 -6.52659 9.93183 0.287
H 20.14010 -7.24077 9.03629 0.413
H 18.51912 -7.67969 8.56507 0.325
H 19.46329 -6.11506 6.96903 0.416
H 19.54801 -4.88683 8.25738 -0.154
H 17.28561 -4.86517 8.31498 0.421
C 21.49513 -1.54640 14.03035 -1.531
C 20.93559 -0.30017 13.30282 0.202
O 21.52094 -0.26330 12.05840 -0.138
H 20.96608 -1.86199 14.92957 0.418
H 22.50359 -1.39934 14.41698 0.374
H 21.61790 -2.49474 13.50720 0.304
H 21.19934 0.62369 13.81764 0.378
H 19.85105 -0.29014 13.19429 0.019
H 21.44205 0.59590 11.63750 0.030
C 19.72727 5.43998 2.70719 -0.484
C 20.30372 4.05577 2.60517 0.569
O 21.70503 4.01446 2.70021 -0.644
H 18.64563 5.31691 2.76208 0.070
H 19.96982 6.17849 1.94307 0.426
H 19.93629 5.87320 3.68532 -0.419
H 20.14414 3.69368 1.58953 0.379
H 19.83636 3.41446 3.35243 -0.262
H 22.05370 3.18583 2.36344 0.175
C 22.93225 -2.19179 8.23503 -0.727
C 22.00569 -2.35796 9.50239 1.082
O 22.78157 -2.01312 10.62105 -0.651
H 23.36414 -1.19564 8.13887 0.034
H 22.33218 -2.45927 7.36528 -0.022
H 23.78747 -2.86492 8.29507 0.497
H 21.55599 -3.33612 9.67287 0.183
H 21.15063 -1.68211 9.51625 -0.722
H 22.38764 -1.29100 11.11597 0.452
```

Output
**LUMO level**: 2.1 eV
**Gap between HOMO and LUMO**: 8.345 eV
**2S+1**: 1
**Net charge**: -1
**HOMO level**: -6.287 eV

***

Q: The highest net charge belongs to which entry?
A: C40H115N7O14